Density functional theory data (ωB97M-V with the def2-TZVPD basis set) for a 12-piece molecular cluster, C32H96N8O12 overall.

Properties
Energy relative to the best compared isomer or geometry (same formula, charge and spin): 23.0 kcal per mole
LUMO level: 0.5 eV
HOMO energy: -8.826 eV

Last column: Löwdin charge in e.
Cartesian coordinates (Å):
1 C -1.698 3.471 -2.679  -0.052
2 C -1.736 3.517 -4.210  -0.442
3 C -0.911 2.342 -4.770  -0.198
4 O 0.501 2.489 -4.677  -0.209
5 C 1.237 1.548 -5.461  -0.091
6 N -3.074 3.519 -4.749  0.052
7 H -0.696 3.495 -2.250  0.063
8 H -2.177 2.563 -2.309  0.065
9 H -2.236 4.350 -2.323  0.084
10 H -1.331 4.466 -4.566  0.137
11 H -1.172 2.358 -5.832  0.113
12 H -1.243 1.388 -4.354  0.131
13 H 1.101 1.655 -6.538  0.091
14 H 1.014 0.526 -5.148  0.088
15 H 2.306 1.669 -5.280  0.067
16 H -3.576 2.852 -4.173  0.060
17 H -3.004 3.091 -5.664  0.066
18 C -0.520 0.403 -1.029  -0.036
19 C 0.690 -0.458 -0.636  -0.365
20 C 0.275 -1.507 0.498  -0.135
21 O -0.437 -0.903 1.555  -0.242
22 C 0.233 -0.085 2.460  -0.080
23 N 1.239 -1.120 -1.825  0.049
24 H -1.285 -0.243 -1.463  0.089
25 H -0.254 1.131 -1.798  0.052
26 H -0.895 1.006 -0.204  0.060
27 H 1.448 0.271 -0.339  0.110
28 H 1.127 -2.094 0.851  0.099
29 H -0.411 -2.235 0.063  0.109
30 H 0.664 0.742 1.892  0.090
31 H 1.036 -0.696 2.882  0.082
32 H -0.333 0.330 3.291  0.067
33 H 1.427 -0.276 -2.362  0.053
34 H 2.216 -1.381 -1.748  0.050
35 C 3.499 2.908 -0.201  -0.043
36 C 2.570 3.201 -1.371  -0.397
37 C 2.865 4.507 -2.108  -0.195
38 O 2.762 5.654 -1.286  -0.169
39 C 1.468 6.165 -1.112  -0.114
40 N 2.545 2.047 -2.280  0.067
41 H 3.456 1.915 0.246  0.070
42 H 3.294 3.575 0.637  0.054
43 H 4.537 3.077 -0.497  0.085
44 H 1.584 3.332 -0.920  0.118
45 H 2.287 4.632 -3.028  0.125
46 H 3.870 4.530 -2.536  0.120
47 H 1.057 6.699 -1.971  0.089
48 H 1.513 6.832 -0.251  0.087
49 H 0.723 5.415 -0.833  0.069
50 H 3.460 1.948 -2.723  0.031
51 H 1.938 2.277 -3.059  0.047
52 C -2.799 -2.659 3.715  -0.068
53 C -3.042 -3.271 2.370  -0.435
54 C -4.306 -4.147 2.357  -0.195
55 O -4.050 -5.337 3.082  -0.217
56 C -5.112 -6.328 3.044  -0.071
57 N -3.156 -2.114 1.476  0.056
58 H -1.890 -2.060 3.799  0.061
59 H -2.541 -3.440 4.435  0.078
60 H -3.654 -2.054 4.014  0.086
61 H -2.161 -3.822 2.027  0.123
62 H -4.608 -4.493 1.365  0.119
63 H -5.122 -3.554 2.777  0.127
64 H -4.617 -7.267 3.285  0.083
65 H -5.473 -6.372 2.015  0.079
66 H -5.894 -6.029 3.742  0.086
67 H -2.223 -1.725 1.534  0.031
68 H -3.355 -2.480 0.554  0.046
69 C -0.804 2.155 5.217  -0.059
70 C -0.776 3.676 5.566  -0.413
71 C -0.539 4.527 4.281  -0.209
72 O 0.726 4.172 3.746  -0.190
73 C 1.153 4.743 2.537  -0.103
74 N -2.066 4.022 6.137  0.035
75 H -1.548 2.079 4.423  0.064
76 H -1.112 1.526 6.052  0.077
77 H 0.170 1.800 4.883  0.064
78 H 0.133 3.893 6.130  0.135
79 H -0.697 5.595 4.449  0.120
80 H -1.339 4.292 3.572  0.103
81 H 2.135 4.355 2.273  0.072
82 H 1.142 5.834 2.520  0.089
83 H 0.482 4.375 1.755  0.079
84 H -2.079 5.035 6.128  0.063
85 H -2.863 3.753 5.576  0.074
86 C 3.981 -1.285 -3.713  -0.062
87 C 5.017 -0.612 -2.852  -0.404
88 C 5.653 0.578 -3.689  -0.144
89 O 4.748 1.681 -3.824  -0.261
90 C 5.129 2.665 -4.784  -0.084
91 N 4.417 -0.258 -1.573  0.052
92 H 4.353 -1.677 -4.661  0.088
93 H 3.270 -0.512 -4.011  0.066
94 H 3.490 -2.142 -3.254  0.078
95 H 5.811 -1.329 -2.637  0.132
96 H 6.118 0.211 -4.605  0.126
97 H 6.474 1.001 -3.102  0.120
98 H 5.195 2.277 -5.802  0.091
99 H 6.088 3.112 -4.515  0.092
100 H 4.406 3.480 -4.814  0.083
101 H 3.758 0.482 -1.786  0.022
102 H 5.136 0.184 -1.012  0.096
103 C 1.886 -7.615 2.026  -0.064
104 C 0.944 -6.958 3.031  -0.410
105 C 0.167 -5.735 2.469  -0.188
106 O 1.029 -4.647 2.213  -0.225
107 C 1.189 -3.722 3.279  -0.085
108 N -0.043 -8.001 3.358  0.027
109 H 2.565 -8.330 2.490  0.078
110 H 2.511 -6.852 1.558  0.065
111 H 1.352 -8.097 1.207  0.079
112 H 1.547 -6.680 3.896  0.135
113 H -0.688 -5.457 3.090  0.116
114 H -0.311 -6.036 1.534  0.127
115 H 1.616 -4.197 4.165  0.092
116 H 0.244 -3.265 3.581  0.081
117 H 1.847 -2.876 3.078  0.080
118 H -0.728 -7.985 2.613  0.065
119 H -0.571 -7.800 4.198  0.068
120 C -3.019 2.992 0.845  -0.058
121 C -4.270 2.219 1.152  -0.451
122 C -4.864 1.415 0.002  -0.210
123 O -5.170 2.203 -1.129  -0.174
124 C -5.621 1.398 -2.202  -0.124
125 N -3.943 1.361 2.271  0.046
126 H -3.319 3.844 0.232  0.080
127 H -2.316 2.432 0.226  0.051
128 H -2.538 3.351 1.753  0.062
129 H -4.969 2.988 1.486  0.140
130 H -5.752 0.894 0.369  0.126
131 H -4.161 0.628 -0.287  0.122
132 H -4.768 0.837 -2.592  0.082
133 H -6.045 2.012 -2.997  0.085
134 H -6.426 0.679 -2.034  0.086
135 H -3.268 0.702 1.897  0.052
136 H -4.723 0.753 2.491  0.069
137 O 3.053 -4.131 0.459  -0.046
138 H 3.681 -4.194 1.182  0.063
139 H 2.212 -3.923 0.885  0.009
140 O -2.290 -3.420 -1.257  -0.068
141 H -1.768 -3.161 -2.029  -0.019
142 H -1.854 -4.205 -0.919  0.033
143 O 5.098 -2.969 -0.826  -0.083
144 H 4.356 -3.483 -0.480  -0.029
145 H 4.690 -2.148 -1.120  -0.037
146 O -0.539 -2.704 -3.292  -0.080
147 H -0.117 -3.531 -3.047  0.044
148 H -0.015 -2.020 -2.841  -0.013

Density functional theory data (ωB97M-V with the def2-TZVPD basis set) for CHBeLiO2 as an isolated structure.

Properties
Energy relative to the best compared isomer or geometry (same formula, charge and spin): 49.3 kcal per mole
LUMO level: -13.3 eV
Net charge: +2
HOMO energy: -21.824 eV

Last column: natural (NBO) charge in e.
Cartesian coordinates (Å):
1 O -1.589 0.011 -0.215  -0.420
2 C -0.487 0.467 -0.405  0.599
3 H -0.010 1.380 0.217  0.244
4 O 0.720 -0.112 0.067  -1.288
5 Li -0.603 -1.654 0.534  0.975
6 Be 1.970 -0.091 -0.197  1.891

Density functional theory data (ωB97M-V with the def2-TZVPD basis set) for C24H16N10O5RuS3 as an isolated structure.

Properties
Energy relative to the best compared isomer or geometry (same formula, charge and spin): 42.0 kcal per mole
LUMO level (spin up / spin down): 2.0 / 2.0 eV
Multiplicity: 2
Net charge: -1
HOMO energy (spin up / spin down): -4.616 / -4.516 eV

Last column: Mulliken spin population.
Cartesian coordinates (Å):
1 Ru 0.479 0.504 -0.682  0.858
2 C 0.053 5.250 1.687  -0.001
3 N -0.371 3.928 1.241  0.001
4 C 0.184 2.728 1.317  0.000
5 N -0.567 1.839 0.665  -0.005
6 C -1.586 2.604 0.180  0.002
7 N -1.521 3.861 0.518  -0.001
8 C 1.313 5.305 2.512  0.000
9 C 1.340 6.224 3.559  0.000
10 C 2.484 6.412 4.319  0.000
11 C 3.604 5.637 4.078  0.000
12 C 3.575 4.692 3.058  -0.001
13 C 2.452 4.554 2.248  0.001
14 C 4.716 3.786 2.906  0.000
15 N 5.958 3.988 3.158  0.000
16 N 6.596 2.762 2.941  0.000
17 C 5.676 1.942 2.580  0.001
18 O 4.447 2.513 2.540  -0.001
19 C 5.760 0.522 2.241  0.002
20 C 6.859 0.027 1.549  0.000
21 C 6.900 -1.317 1.219  0.000
22 C 5.849 -2.156 1.570  0.001
23 C 4.754 -1.663 2.267  -0.001
24 C 3.603 -2.569 2.637  0.000
25 N 2.328 -1.917 2.410  0.002
26 C 1.717 -1.708 1.243  -0.006
27 N 0.754 -0.816 1.395  0.020
28 C 0.806 -0.524 2.714  0.010
29 N 1.756 -1.150 3.374  0.001
30 C 4.714 -0.317 2.597  0.000
31 H -0.768 5.672 2.265  0.000
32 H 0.153 5.844 0.775  0.000
33 H 1.112 2.509 1.813  -0.005
34 H -2.373 2.194 -0.431  0.000
35 H 0.452 6.806 3.775  0.000
36 H 2.489 7.140 5.119  0.000
37 H 4.494 5.728 4.685  0.000
38 H 2.483 3.849 1.427  -0.001
39 H 7.649 0.702 1.252  0.000
40 H 7.739 -1.710 0.662  0.000
41 H 5.874 -3.199 1.276  0.000
42 H 3.621 -2.842 3.693  0.000
43 H 3.635 -3.483 2.044  0.000
44 H 1.996 -2.154 0.302  0.000
45 H 0.131 0.164 3.195  0.001
46 H 3.855 0.086 3.117  0.000
47 S 2.632 0.858 0.021  -0.033
48 C 3.322 2.129 -0.962  0.022
49 C 4.723 2.372 -0.833  0.001
50 N 5.853 2.539 -0.687  0.006
51 C 2.508 2.826 -1.786  -0.001
52 S 0.811 2.412 -1.863  -0.008
53 C 2.956 3.928 -2.580  -0.002
54 N 3.309 4.812 -3.225  -0.002
55 O -0.857 -2.444 -2.835  0.003
56 S -0.434 -1.290 -2.107  -0.012
57 O -0.498 0.031 -2.795  0.092
58 O 1.031 -1.332 -1.632  0.012
59 O -1.162 -1.025 -0.806  0.044

It is found that the electronic energy values, taken in the order of the records, are -71227.21173; -5732.80507; -85375.79923 eV.
It is found that the max |F| values, taken in the order of the records, are 2.2; 7.5; 1.6 eV/Å.